1.
DFT (wB97M-V/def2-TZVPD) results for a 8-piece molecular cluster, C18H40Br12O6S2 overall at a distorted geometry.

Last column: Löwdin charge in e.
Element x y z (Å)
1 C -25.414 5.324 7.466  -0.62
2 H -20.898 1.911 -0.942  0.03
3 H -20.584 0.085 -2.622  0.01
4 H -22.743 -4.309 -0.812  0.06
5 H -23.626 4.169 7.112  0.03
6 H -22.702 6.740 2.964  0.10
7 H -22.420 1.493 4.224  0.00
8 C -18.208 6.878 3.679  -0.07
9 C -21.737 3.003 9.827  -0.72
10 C -20.866 1.027 -2.973  -0.69
11 C -18.783 4.319 0.042  -0.14
12 Br -23.847 -3.648 -2.893  0.63
13 H -21.835 2.885 1.481  0.01
14 H -26.556 4.905 3.864  0.04
15 H -23.591 9.458 4.213  0.07
16 C -21.767 1.978 2.130  -0.71
17 H -22.956 -3.745 4.653  0.07
18 H -19.077 4.073 -1.010  0.08
19 O -19.474 5.749 2.071  -0.28
20 H -19.087 7.777 2.026  0.11
21 C -22.855 8.786 3.760  -0.06
22 H -21.511 -3.780 -2.032  0.03
23 H -22.278 8.412 4.676  0.07
24 Br -21.232 1.677 7.365  0.60
25 Br -22.877 -4.711 7.598  0.53
26 C -22.729 -2.928 5.371  -0.71
27 H -17.643 6.734 1.592  0.11
28 Br -23.927 3.265 3.512  0.66
29 O -20.017 6.617 -0.113  -0.27
30 Br -19.269 1.727 -3.818  0.64
31 H -23.672 -2.445 5.659  0.06
32 H -20.917 -3.740 6.158  0.06
33 Br -20.865 -1.953 0.159  0.66
34 H -23.230 1.809 8.880  0.06
35 H -21.720 -2.499 7.219  0.04
36 H -24.094 7.647 2.305  0.10
37 C -23.457 7.474 3.151  -0.19
38 S -20.034 5.384 0.617  0.56
39 C -21.856 -3.313 6.522  -0.66
40 O -24.324 6.862 4.189  -0.32
41 C -18.529 6.864 2.178  -0.22
42 H -17.625 7.727 3.943  0.06
43 H -25.498 5.137 8.522  0.04
44 Br -23.003 6.551 7.273  0.71
45 H -21.478 0.790 -3.861  0.06
46 H -22.322 -1.419 -1.748  0.01
47 C -26.630 5.883 3.335  -0.16
48 Br -26.664 3.886 6.727  0.57
49 O -25.964 8.311 3.251  -0.27
50 C -22.155 1.790 9.123  -0.68
51 H -21.806 0.875 9.644  0.07
52 C -22.173 2.321 3.570  -0.63
53 H -22.327 1.111 1.728  0.05
54 O -21.258 4.649 0.851  -0.30
55 O -26.310 7.247 5.470  -0.28
56 H -22.106 9.405 3.188  0.09
57 H -21.553 3.043 4.052  0.03
58 Br -21.644 -1.633 4.412  0.64
59 C -22.368 -2.177 -0.970  -0.78
60 H -25.772 6.340 7.230  0.04
61 H -20.748 2.917 10.216  0.05
62 Br -22.981 3.439 11.295  0.61
63 H -26.286 5.837 2.337  0.07
64 Br -23.282 1.537 -1.405  0.63
65 H -21.507 2.980 -2.182  0.04
66 S -25.876 7.182 4.114  0.52
67 C -22.431 -3.571 -1.565  -0.69
68 H -19.129 6.839 4.272  0.08
69 H -18.823 3.420 0.732  0.02
70 H -27.693 6.078 3.286  0.09
71 C -21.413 1.947 -1.904  -0.64
72 H -17.643 5.947 3.987  0.10
73 H -24.356 5.079 5.721  -0.01
74 H -21.741 3.863 9.097  0.05
75 H -17.845 4.866 -0.041  0.07
76 C -24.132 5.071 6.820  -0.76
77 Br -19.925 1.445 2.160  0.68
78 H -23.265 -2.018 -0.399  0.05

Results
Kohn-Sham gap: 10.13 eV
SMILES: CCOS(C)(=O)=O.CCOS(C)(=O)=O.BrCCBr.BrCCBr.BrCCBr.BrCCBr.BrCCBr.BrCCBr
HOMO: -10.0 eV
energy: -32845.7820 hartree
strongest force on any atom: 2.8 eV/Å
E_LUMO: 0.004 Eh

=====

2.
DFT (wB97M-V/def2-TZVPD) results for C18H40F6NNaO24S8 as an isolated structure at a distorted geometry.

Last column: Löwdin charge in e.
Element x y z (Å)
1 C -22.383 11.049 -16.808  -0.65
2 H -24.525 15.275 -25.742  0.08
3 H -30.913 10.814 -14.616  0.08
4 S -25.720 12.242 -23.575  0.57
5 O -25.041 11.338 -16.899  -0.28
6 O -24.747 18.362 -13.867  -0.17
7 Na -24.563 10.904 -20.098  0.54
8 H -25.273 12.548 -14.307  0.05
9 O -21.461 17.350 -23.118  -0.19
10 H -29.429 14.797 -21.304  0.11
11 H -18.968 11.343 -20.304  0.08
12 H -27.044 14.240 -17.473  0.05
13 H -23.999 14.524 -27.265  0.09
14 O -26.318 11.334 -24.490  -0.24
15 C -26.908 13.424 -23.046  -0.10
16 H -26.572 11.357 -14.466  0.07
17 H -20.738 11.218 -25.115  0.08
18 F -22.840 15.570 -20.795  0.18
19 H -21.363 9.647 -24.641  0.09
20 H -29.927 17.229 -21.644  0.08
21 F -24.586 14.305 -20.932  0.11
22 S -23.178 14.065 -18.721  0.58
23 C -24.958 16.985 -14.130  -0.18
24 H -30.986 11.830 -13.267  0.08
25 C -22.393 16.664 -23.950  -0.18
26 C -21.563 10.720 -24.608  -0.05
27 H -29.438 17.507 -19.931  0.09
28 H -24.167 12.276 -26.151  0.11
29 S -21.606 18.928 -23.294  0.58
30 O -29.563 13.111 -17.975  -0.25
31 O -22.512 19.384 -13.741  -0.21
32 N -23.779 12.583 -18.614  -0.31
33 H -23.827 15.565 -15.327  0.11
34 H -26.512 14.100 -22.298  0.05
35 H -22.953 14.463 -25.827  0.07
36 O -20.326 19.494 -23.183  -0.19
37 H -27.180 14.022 -23.918  0.08
38 H -20.294 11.798 -19.189  0.06
39 F -22.594 10.340 -15.692  0.15
40 H -26.181 11.977 -12.841  0.08
41 O -23.919 19.745 -15.712  -0.22
42 O -22.986 17.519 -15.226  -0.17
43 H -30.809 16.527 -20.324  0.09
44 H -29.869 12.871 -15.290  0.12
45 O -28.983 15.032 -19.311  -0.24
46 H -22.064 17.241 -26.042  0.13
47 H -20.224 12.480 -20.878  0.07
48 H -24.620 16.334 -13.313  0.13
49 S -23.473 18.916 -14.658  0.58
50 O -23.582 13.146 -16.056  -0.27
51 C -28.957 15.533 -20.652  -0.27
52 H -26.011 16.729 -14.223  0.12
53 O -27.218 14.154 -15.345  -0.27
54 C -24.685 13.158 -25.780  -0.22
55 O -22.293 10.461 -20.539  -0.32
56 H -23.667 17.756 -25.361  0.13
57 O -20.694 10.432 -22.406  -0.23
58 O -26.886 14.548 -12.942  -0.25
59 O -28.663 13.124 -13.650  -0.23
60 H -21.671 12.197 -22.970  0.11
61 S -20.903 10.256 -20.840  0.59
62 C -21.713 11.127 -23.164  -0.25
63 F -21.274 11.764 -16.710  0.16
64 O -24.659 13.144 -24.315  -0.26
65 C -23.303 14.367 -20.531  -0.66
66 H -25.721 13.130 -26.110  0.12
67 C -26.228 12.217 -13.901  -0.10
68 H -22.696 10.765 -22.868  0.09
69 H -27.772 12.847 -22.722  0.08
70 O -23.978 15.131 -18.209  -0.25
71 F -22.277 10.191 -17.844  0.11
72 H -26.341 13.951 -19.133  0.05
73 H -28.630 11.765 -15.304  0.11
74 F -22.611 13.467 -21.246  0.12
75 H -24.627 16.824 -16.258  0.12
76 S -23.864 12.145 -17.038  0.61
77 O -25.055 11.728 -22.418  -0.28
78 H -26.818 12.607 -18.092  0.06
79 C -27.051 13.639 -18.374  -0.12
80 C -29.304 12.244 -14.588  -0.28
81 O -21.781 14.051 -18.405  -0.26
82 O -28.692 12.771 -20.238  -0.29
83 H -21.872 15.753 -24.248  0.12
84 C -20.012 11.640 -20.226  -0.08
85 O -22.077 18.866 -24.811  -0.19
86 C -30.259 11.317 -13.899  -0.06
87 C -22.612 17.577 -25.168  -0.14
88 H -27.930 15.745 -20.959  0.12
89 C -24.089 16.616 -15.330  -0.16
90 S -28.677 13.508 -19.007  0.57
91 S -27.229 13.670 -14.003  0.56
92 H -23.263 16.333 -23.385  0.12
93 H -29.759 10.542 -13.316  0.08
94 C -29.799 16.781 -20.660  -0.07
95 O -20.277 9.040 -20.492  -0.23
96 O -22.693 19.390 -22.519  -0.21
97 H -22.503 10.810 -25.153  0.07
98 C -23.982 14.435 -26.180  -0.05

Results
Kohn-Sham gap: 9.65 eV
HOMO: -10.2 eV
energy: -6517.3294 hartree
strongest force on any atom: 2.2 eV/Å
E_LUMO: -0.021 Eh

=====

3.
DFT (wB97M-V/def2-TZVPD) results for C18H40GaGeN2O3Si3 as an isolated structure at a distorted geometry.

Last column: Löwdin charge in e.
Element x y z (Å)
1 C -6.355 4.495 17.078  -0.51
2 H -3.740 6.205 17.729  0.10
3 H 0.875 2.988 18.202  0.03
4 C 0.162 -0.474 17.048  -0.20
5 H -5.043 4.409 19.615  0.11
6 H -0.198 4.175 20.882  0.04
7 H -4.089 5.349 12.343  0.15
8 C -0.500 1.233 21.105  -0.21
9 C -2.557 6.389 13.554  0.00
10 Si -0.463 1.255 16.767  0.34
11 H -5.614 0.782 20.232  0.03
12 N -3.113 4.482 15.389  0.04
13 C -1.233 4.226 20.536  -0.19
14 H 0.673 3.345 16.429  0.02
15 H -4.469 -1.683 16.789  0.09
16 H -4.739 6.216 19.740  0.14
17 H -1.627 5.316 16.561  0.11
18 H -6.275 6.513 17.796  0.13
19 N -3.733 5.289 18.102  0.02
20 C -3.351 2.162 21.696  -0.18
21 O -6.949 4.722 16.039  0.12
22 H -3.863 1.241 21.633  -0.01
23 O -5.667 3.332 17.397  -0.18
24 H -1.206 4.839 19.623  0.01
25 H -0.878 2.523 14.743  0.00
26 H 1.828 2.289 16.915  0.05
27 H -5.868 1.552 18.651  0.03
28 H 0.984 -0.676 16.361  0.05
29 H -2.706 -1.108 16.947  0.03
30 C -3.236 -1.277 19.887  -0.16
31 C -3.743 4.445 14.206  -0.18
32 H -7.039 5.321 18.830  0.15
33 H -5.613 2.314 15.417  0.10
34 C -0.971 1.492 14.982  -0.20
35 H 0.399 -0.632 18.108  0.04
36 H 0.405 1.359 20.550  0.01
37 C -1.744 6.316 14.675  0.00
38 C -2.133 5.406 15.614  -0.10
39 H -1.968 0.997 14.956  0.03
40 C -4.915 5.351 19.061  -0.16
41 C -6.158 5.515 18.184  -0.09
42 H -2.948 2.209 22.715  0.05
43 C -5.610 0.594 19.161  -0.16
44 H -0.130 1.507 22.119  0.07
45 O -4.713 2.394 15.088  -0.09
46 H -3.791 -2.164 19.775  0.04
47 Ge -2.327 1.888 18.223  0.73
48 H -0.805 0.171 21.021  0.04
49 H -4.610 2.752 13.047  0.14
50 H -3.934 -0.042 16.148  0.00
51 Ga -3.777 3.440 16.987  0.37
52 C 0.812 2.575 17.181  -0.20
53 H -0.529 -1.288 16.882  0.02
54 H -0.902 6.912 14.856  0.12
55 H -2.405 7.299 12.955  0.14
56 Si -1.843 2.409 20.546  0.38
57 H -1.818 4.753 21.326  0.06
58 C -3.785 -0.782 16.898  -0.18
59 H -2.210 -1.515 19.748  0.03
60 H -5.723 3.749 13.887  0.14
61 Si -3.982 -0.140 18.627  0.53
62 C -4.728 3.299 13.961  -0.09
63 H -3.285 -0.815 20.863  0.03
64 H -0.239 0.888 14.389  0.07
65 H -6.412 -0.084 18.969  0.04
66 C -3.520 5.460 13.278  0.03
67 H -3.955 3.063 21.498  0.03
68 H -2.866 5.233 18.618  0.05

Results
Kohn-Sham gap (alpha / beta): 8.89 / 5.91 eV
net charge: +2
HOMO (alpha / beta): -14.6 / -14.7 eV
energy: -5914.8515 hartree
strongest force on any atom: 2.5 eV/Å
E_LUMO (alpha / beta): -0.209 / -0.322 Eh
2S+1: 2
expectation value of S²: 0.75

=====

Among the records above, which one has the highest strongest force on any atom? C18H40Br12O6S2